Computed, not measured: 2 unconnected molecules or ions with the total composition C5H10NO, with ωB97M-V/def2-TZVPD.

Geometry as XYZ:
```
17
C5H10NO (ωB97M-V/def2-TZVPD)
C 2.07 0.28 -0.17
C 0.91 0.52 -0.44
C 3.48 -0.04 -0.11
C -2.75 0.85 0.21
C -0.50 0.53 -0.68
N -1.34 0.83 0.21
O -0.91 -1.82 0.12
H 3.94 0.14 -1.08
H 3.97 0.60 0.67
H 3.66 -0.99 0.13
H -3.47 1.58 0.59
H -3.09 0.56 -0.79
H -2.94 -0.06 0.85
H -0.82 0.18 -1.73
H 0.05 -1.88 0.21
H -0.97 1.11 1.13
H -1.29 -2.38 0.85
```

Calculated values
Maximum force = 4.6 eV Å⁻¹
Spin multiplicity = 1
Charge = +1
LUMO = -4.74 eV
DFT total energy = -326.16286 Eh
E_HOMO = -14.65 eV
ΔE to the lowest compared entry with this formula, charge and spin = 3.2366 eV

***

Computed, not measured: a molecular structure, C40H52N4O12Se2SiSn, with ωB97M-V/def2-TZVPD.

Geometry as XYZ:
```
112
C40H52N4O12Se2SiSn (ωB97M-V/def2-TZVPD)
Sn -0.41 2.04 -0.41
O -3.46 -0.76 -1.43
C -2.54 0.26 -1.44
O -1.82 0.40 -0.35
C -2.43 1.08 -2.50
C -3.23 0.98 -3.70
C -3.12 1.89 -4.69
C -2.17 2.99 -4.53
C -1.41 3.02 -3.41
N -1.47 2.14 -2.38
C -0.40 4.10 -3.25
O -0.33 4.98 -4.29
O 0.35 4.23 -2.31
H -3.24 -1.30 -0.65
H -3.93 0.16 -3.77
H -3.72 1.82 -5.58
H -2.05 3.74 -5.30
H 0.37 5.59 -4.03
O -4.47 3.31 6.62
C -3.32 2.84 6.60
O -2.50 2.69 7.53
C -2.76 2.54 5.19
C -3.52 2.71 4.05
C -2.97 2.42 2.80
N -1.72 1.97 2.65
C -0.99 1.78 3.75
C -1.47 2.06 5.02
C 0.37 1.17 3.55
C 1.14 0.76 4.64
C 2.35 0.13 4.41
C 2.76 -0.08 3.10
C 1.94 0.37 2.08
N 0.78 0.98 2.30
C -3.81 2.54 1.57
C -5.15 2.16 1.62
C -5.92 2.26 0.47
C -5.33 2.72 -0.69
C -3.98 3.07 -0.64
N -3.24 2.98 0.45
H -4.53 3.08 4.16
H -0.88 1.93 5.92
H 0.80 0.92 5.65
H 2.95 -0.21 5.24
H 3.69 -0.59 2.87
H 2.22 0.25 1.04
H -5.57 1.78 2.54
H -6.96 1.95 0.48
H -5.87 2.80 -1.62
H -3.47 3.42 -1.54
O -1.09 -2.03 5.42
C -0.59 -2.42 4.13
C -1.55 -3.37 3.40
C -1.65 -4.69 4.16
O -2.24 -4.59 5.44
C -1.00 -3.65 2.00
Se -1.04 -2.04 0.87
C -2.94 -2.76 3.23
Se -2.84 -1.15 2.12
H -1.57 -1.20 5.32
H 0.35 -2.94 4.30
H -0.39 -1.54 3.52
H -0.64 -5.13 4.23
H -2.27 -5.39 3.59
H -1.94 -3.74 5.82
H -1.59 -4.43 1.53
H 0.04 -3.99 2.04
H -3.36 -2.45 4.19
H -3.61 -3.49 2.78
C 5.51 0.77 -0.07
C 4.64 0.75 -1.32
C 5.48 0.36 -2.54
C 4.00 2.12 -1.52
O 3.66 -0.27 -1.10
Si 2.13 -0.36 -1.76
O 1.15 0.75 -1.24
O 1.62 -1.88 -1.33
C 2.31 -3.12 -1.30
C 3.31 -3.25 -2.46
C 3.04 -3.23 0.04
C 1.25 -4.20 -1.43
O 2.42 -0.34 -3.39
C 1.47 -0.01 -4.41
C 0.09 -0.56 -4.08
C 2.00 -0.66 -5.69
C 1.43 1.50 -4.55
H 6.34 1.46 -0.18
H 5.91 -0.23 0.12
H 4.92 1.08 0.80
H 6.23 1.13 -2.74
H 4.83 0.25 -3.41
H 5.99 -0.58 -2.35
H 4.77 2.89 -1.56
H 3.31 2.34 -0.71
H 3.43 2.15 -2.45
H 4.08 -2.49 -2.39
H 2.80 -3.13 -3.41
H 3.78 -4.24 -2.43
H 3.78 -2.44 0.12
H 3.53 -4.20 0.13
H 2.32 -3.12 0.85
H 0.74 -4.11 -2.39
H 0.49 -4.08 -0.65
H 1.69 -5.19 -1.35
H 0.14 -1.65 -3.96
H -0.62 -0.32 -4.87
H -0.29 -0.13 -3.15
H 2.04 -1.74 -5.58
H 3.01 -0.29 -5.90
H 1.36 -0.41 -6.54
H 1.18 1.94 -3.59
H 0.68 1.81 -5.28
H 2.41 1.88 -4.87
```

Calculated values
Maximum force = 1.0 eV Å⁻¹
Spin multiplicity = 1
Charge = -2
LUMO = 3.79 eV
DFT total energy = -7984.41819 Eh
E_HOMO = -0.71 eV
ΔE to the lowest compared entry with this formula, charge and spin = 0.7241 eV

***

Computed, not measured: a single C4H9NO2 molecule, with ωB97M-V/def2-TZVPD.

Geometry as XYZ:
```
16
C4H9NO2 (ωB97M-V/def2-TZVPD)
C -1.18 1.37 -0.42
C -0.29 0.41 0.36
C -0.87 -1.01 0.29
O -0.36 -1.89 1.25
N 1.07 0.52 -0.18
C 2.03 -0.41 -0.34
O 1.95 -1.61 -0.11
H -0.75 2.38 -0.48
H -2.16 1.47 0.07
H -1.34 1.01 -1.44
H -0.27 0.69 1.42
H -1.94 -0.92 0.50
H -0.76 -1.40 -0.73
H 0.55 -2.09 0.95
H 1.36 1.46 -0.40
H 2.96 0.02 -0.74
```

Calculated values
Maximum force = 0.4 eV Å⁻¹
Spin multiplicity = 1
Charge = 0
SMILES = C[C@@H](CO)NC=O
LUMO = 0.71 eV
DFT total energy = -363.05542 Eh
E_HOMO = -9.94 eV
ΔE to the lowest compared entry with this formula, charge and spin = 0.8196 eV

***

Computed, not measured: a single C19H30N4O4S molecule, with ωB97M-V/def2-TZVPD.

Geometry as XYZ:
```
58
C19H30N4O4S (ωB97M-V/def2-TZVPD)
C -2.63 4.54 2.35
C -1.87 3.43 3.01
C -1.31 2.31 2.36
C -0.72 1.51 3.32
C -0.07 0.18 3.41
O 0.02 -0.34 4.53
N 0.42 -0.43 2.30
C 0.86 -1.81 2.38
C 0.09 -2.73 1.43
C 0.38 -2.47 -0.05
N -0.37 -1.40 -0.71
C -1.50 -1.83 -1.50
C -1.82 -0.84 -2.63
N -0.62 -0.45 -3.35
C 0.09 -1.37 -4.04
O -0.34 -2.49 -4.26
C 1.44 -0.94 -4.63
C 2.38 -2.16 -4.68
C 2.83 -2.38 -3.24
S 3.18 -0.73 -2.62
O 2.57 -0.54 -1.32
O 4.57 -0.42 -2.80
C 2.22 0.14 -3.88
C -0.63 -0.20 0.06
C 0.51 0.19 0.99
N -0.92 2.13 4.52
C -1.60 3.29 4.35
C -1.94 4.18 5.51
H -2.42 5.51 2.82
H -2.37 4.63 1.30
H -3.71 4.39 2.40
H -1.38 2.11 1.30
H 1.93 -1.86 2.13
H 0.75 -2.13 3.42
H 0.37 -3.76 1.66
H -0.98 -2.65 1.64
H 1.45 -2.30 -0.17
H 0.15 -3.38 -0.61
H -1.25 -2.78 -1.97
H -2.42 -1.98 -0.92
H -2.51 -1.32 -3.32
H -2.29 0.07 -2.26
H -0.13 0.36 -3.02
H 1.21 -0.59 -5.64
H 1.85 -3.03 -5.06
H 3.23 -1.94 -5.33
H 2.03 -2.78 -2.63
H 3.74 -2.97 -3.13
H 2.95 0.61 -4.53
H 1.65 0.93 -3.38
H -0.80 0.63 -0.65
H -1.55 -0.27 0.66
H 0.54 1.27 1.12
H 1.46 -0.09 0.54
H -0.62 1.71 5.39
H -2.55 5.02 5.17
H -2.52 3.64 6.26
H -1.05 4.58 5.99
```

Calculated values
Maximum force = 0.3 eV Å⁻¹
Spin multiplicity = 1
Charge = 0
SMILES = Cc1cc(C(=O)N2CCCN(CCNC(=O)[C@@H]3CCS(=O)(=O)C3)CC2)[nH]c1C
LUMO = 0.44 eV
DFT total energy = -1660.20103 Eh
E_HOMO = -7.96 eV
ΔE to the lowest compared entry with this formula, charge and spin = 0.8451 eV

***

What is the LUMO in the second record? 3.79 eV

***

Among the records above, which one has the highest E_HOMO? C40H52N4O12Se2SiSn

***

The lowest charge belongs to which entry? C40H52N4O12Se2SiSn

***

Among the records above, which one has the highest maximum force? C5H10NO